{
  "formula": "C16H24N9O8ReS4",
  "method": "wB97M-V/def2-TZVPD",
  "species": ["Re", "O", "S", "O", "O", "C", "C", "C", "C", "C", "C", "S", "O", "O", "O", "H", "H", "H", "H", "C", "C", "N", "N", "C", "S", "N", "N", "H", "H", "H", "H", "H", "H", "N", "C", "C", "C", "C", "N", "C", "N", "N", "C", "O", "O", "H", "H", "H", "H", "H", "H", "H", "H", "H", "H", "H", "H", "H", "H", "S", "C", "N"],
  "coordinates": [[-0.84524, -1.85014, -0.69335], [-1.32157, -3.04705, -4.36338], [-0.60789, -2.34676, -3.35329], [-1.28922, -1.16610, -2.77925], [-0.29558, -3.20263, -2.15645], [0.91679, -1.78122, -4.09009], [1.21580, -2.31866, -5.33341], [2.38459, -1.95154, -5.98375], [3.24340, -1.03287, -5.39926], [2.93095, -0.46792, -4.17160], [1.76856, -0.83541, -3.51621], [1.46805, -0.16448, -1.89735], [0.37407, 0.77670, -1.87714], [2.70462, 0.39408, -1.38950], [1.12073, -1.37015, -1.06173], [0.51214, -3.01098, -5.77204], [2.61937, -2.38429, -6.94592], [4.15597, -0.75100, -5.90574], [3.58390, 0.25588, -3.70369], [3.92582, -0.42813, 3.48473], [3.11199, -1.54505, 2.95459], [3.22429, -2.78988, 3.26867], [2.24887, -3.40957, 2.57782], [1.50767, -2.58314, 1.82549], [0.14103, -3.23940, 1.02232], [2.06418, -1.36628, 2.06369], [1.75482, -0.09916, 1.60038], [4.77693, -0.84104, 4.01867], [3.33729, 0.17747, 4.17639], [4.27402, 0.20960, 2.67395], [2.09904, -4.40262, 2.66582], [0.76802, -0.08430, 1.33445], [2.30417, 0.10340, 0.75896], [-2.39632, 0.31908, -0.95658], [-3.11917, 0.61068, 0.24439], [-3.51740, 2.09899, 0.45545], [-2.42783, 3.21043, 0.48495], [-2.32905, 3.99412, 1.81363], [-1.77163, 3.27217, 2.94745], [-0.49722, 2.90926, 3.01575], [-0.12126, 1.98883, 3.90811], [0.43309, 3.53797, 2.29827], [-2.31471, 0.04401, 1.42129], [-2.71323, 0.21028, 2.56658], [-1.20119, -0.55456, 1.12872], [-1.61628, 0.91049, -1.21559], [-2.93601, 0.04871, -1.76545], [-4.05049, 0.03922, 0.23918], [-4.09134, 2.12383, 1.38303], [-4.20667, 2.32681, -0.35738], [-2.67290, 3.95079, -0.27707], [-1.44894, 2.79480, 0.22436], [-3.32766, 4.31589, 2.10311], [-1.72527, 4.89378, 1.67667], [-2.41520, 2.70754, 3.48152], [-0.81123, 1.28565, 4.14847], [0.83405, 1.67682, 3.88760], [0.17568, 4.25843, 1.64704], [1.32056, 3.06754, 2.15844], [-5.01359, -3.83542, -0.08856], [-3.62785, -3.11571, -0.24831], [-2.58852, -2.53780, -0.35784]],
  "forces_ev_per_a": [[-0.189, 1.851, 2.545], [0.140, 0.148, 0.127], [-0.134, -0.808, -2.146], [0.482, -0.233, 0.969], [-0.262, 0.003, 0.568], [-0.205, -0.029, 0.055], [-0.138, -0.018, 0.123], [0.091, 0.109, 0.084], [-0.122, -0.100, -0.177], [-0.030, 0.146, 0.177], [-0.093, -0.114, 0.269], [0.911, 1.632, 0.834], [-0.028, -0.031, -0.469], [0.001, -0.443, -0.403], [0.191, 0.260, -0.074], [0.084, -0.056, -0.060], [0.000, -0.002, -0.010], [0.013, 0.031, 0.023], [0.029, -0.038, 0.006], [0.052, -0.033, -0.079], [-0.317, 0.189, -0.064], [0.335, -0.244, 0.245], [-0.334, 0.217, -0.322], [0.385, 0.132, 0.265], [-0.892, 0.105, -1.144], [0.309, -0.470, 0.136], [-0.465, 0.608, -0.410], [0.007, 0.001, 0.003], [0.011, -0.009, -0.047], [0.048, 0.020, 0.051], [0.042, -0.010, 0.010], [-0.074, -0.095, 0.140], [-0.085, -0.214, 0.039], [0.581, -1.297, -0.603], [0.184, 0.268, 0.405], [0.000, -0.143, 0.031], [-0.023, -0.502, 0.300], [-0.089, 0.040, -0.569], [-0.025, -0.545, -0.169], [-0.178, 0.275, 0.294], [-0.292, -0.350, -0.167], [0.399, -0.366, -0.201], [0.001, 0.265, 0.386], [0.319, 0.348, -0.095], [0.845, -0.705, -0.956], [-0.012, 0.141, 0.012], [-0.137, 0.219, -0.003], [0.011, 0.037, -0.077], [-0.082, 0.009, -0.015], [-0.097, 0.064, 0.070], [0.122, -0.014, -0.032], [0.059, 0.060, -0.031], [0.063, 0.115, 0.085], [-0.210, 0.102, -0.069], [-0.040, -0.108, 0.044], [0.072, -0.027, -0.001], [0.085, -0.075, 0.029], [0.065, -0.035, -0.031], [-0.203, 0.313, 0.010], [-0.216, -0.115, 0.022], [0.459, 0.401, 0.040], [-1.423, -0.876, 0.024]],
  "lowdin_spin": [0.7813, -0.0015, 0.0020, -0.0024, 0.0208, 0.0021, 0.0003, 0.0002, 0.0003, 0.0001, 0.0012, 0.0041, 0.0026, 0.0018, 0.0343, 0.0000, 0.0000, 0.0000, 0.0000, 0.0000, -0.0001, -0.0005, -0.0007, -0.0024, -0.0113, -0.0002, -0.0003, 0.0000, 0.0000, 0.0000, -0.0001, 0.0001, 0.0000, -0.0182, -0.0010, -0.0011, 0.0000, 0.0000, 0.0000, 0.0000, 0.0000, 0.0000, 0.0015, 0.0040, 0.0075, 0.0000, -0.0003, 0.0003, -0.0001, 0.0000, 0.0000, 0.0000, 0.0000, 0.0000, 0.0000, 0.0000, 0.0000, 0.0000, 0.0000, 0.1104, 0.0461, 0.0190],
  "total_charge": 1,
  "spin_multiplicity": 2,
  "e_tot_ev": -92238.9806,
  "homo_ev": [-10.34, -10.19]
}

{
  "formula": "C11H15AuBN7O",
  "method": "wB97M-V/def2-TZVPD",
  "species": ["Au", "C", "C", "N", "N", "C", "B", "N", "C", "C", "C", "N", "N", "C", "C", "C", "N", "H", "H", "H", "H", "H", "H", "H", "H", "H", "H", "C", "C", "N", "O", "H", "H", "H", "H", "H"],
  "coordinates": [[-0.41191, 0.97398, -1.04552], [-3.96505, 1.44373, 0.97594], [-3.14459, 1.76679, -0.09546], [-2.00962, 1.07029, 0.04464], [-2.06003, 0.31533, 1.15077], [-3.24170, 0.52725, 1.73392], [-0.79974, -0.55956, 1.46938], [-0.68042, -1.54508, 0.26031], [-0.79767, -2.87991, 0.26368], [-0.87066, -3.33907, -1.04272], [-0.80883, -2.19252, -1.82992], [-0.67439, -1.13061, -1.03597], [0.36170, 0.46490, 1.64738], [1.01795, 0.76470, 2.77897], [1.80062, 1.88706, 2.57231], [1.55770, 2.25528, 1.25260], [0.71605, 1.38119, 0.70014], [-4.95100, 1.82587, 1.17391], [-3.30122, 2.43549, -0.92734], [-3.48734, 0.01235, 2.64840], [-0.94028, -1.17620, 2.47057], [-0.81718, -3.41519, 1.19928], [-0.96937, -4.35936, -1.36921], [-0.84368, -2.07280, -2.90136], [0.89162, 0.14577, 3.65255], [2.44995, 2.36748, 3.28286], [1.95037, 3.07551, 0.67245], [2.66790, -0.62016, -1.25746], [2.24603, 0.34443, -2.31074], [3.02525, 0.56774, -3.33914], [1.13334, 0.96912, -2.28866], [3.75273, -0.66523, -1.18686], [2.29998, -1.61242, -1.52926], [2.24781, -0.34280, -0.29471], [3.92340, 0.11716, -3.42343], [2.73227, 1.19950, -4.07231]],
  "forces_ev_per_a": [[0.693, -0.565, 0.006], [0.129, -0.064, -0.007], [-0.167, -0.003, 0.125], [-0.237, 0.161, 0.067], [0.147, -0.089, 0.006], [-0.068, 0.026, 0.014], [-0.337, 0.043, 0.040], [0.211, 0.242, 0.056], [0.042, -0.122, -0.059], [0.006, 0.169, 0.096], [0.089, -0.137, -0.047], [-0.401, 0.117, -0.128], [0.088, -0.158, -0.158], [0.047, -0.064, -0.052], [-0.077, -0.017, -0.128], [0.215, 0.110, 0.041], [-0.364, 0.267, 0.257], [0.003, -0.005, 0.000], [-0.019, -0.008, 0.029], [-0.056, 0.031, -0.002], [-0.010, -0.029, 0.053], [-0.010, -0.032, -0.024], [-0.009, 0.014, -0.032], [-0.024, -0.056, 0.017], [0.022, 0.027, 0.019], [0.000, 0.033, -0.028], [-0.003, 0.017, 0.059], [0.012, -0.027, -0.023], [0.019, -0.037, 0.042], [-0.045, 0.022, 0.038], [0.086, 0.153, -0.288], [-0.006, -0.021, 0.013], [-0.026, -0.003, 0.006], [0.019, 0.002, 0.009], [0.018, -0.004, 0.004], [0.013, 0.006, -0.019]],
  "nbo_charge": [1.5766, -0.2925, 0.0089, -0.3034, -0.2954, 0.0619, 0.5109, -0.3371, 0.0568, -0.3128, 0.0108, -0.3947, -0.3358, 0.0596, -0.3111, 0.0180, -0.4083, 0.2795, 0.2566, 0.2622, 0.0201, 0.2593, 0.2764, 0.2504, 0.2596, 0.2770, 0.2503, -0.7213, 0.7244, -0.6993, -0.6860, 0.2682, 0.2773, 0.2526, 0.4392, 0.4414],
  "total_charge": 2,
  "e_tot_ev": -28481.2510,
  "homo_ev": -16.12
}